{
  "formula": "C36H41MnN5Se",
  "method": "ωB97M-V with the def2-TZVPD basis set",
  "symbols": ["Mn", "N", "N", "C", "C", "C", "C", "H", "H", "H", "C", "C", "H", "H", "H", "C", "C", "H", "H", "H", "C", "H", "H", "H", "C", "H", "H", "H", "C", "H", "C", "H", "C", "H", "C", "H", "C", "C", "H", "C", "C", "H", "C", "H", "N", "C", "C", "C", "H", "C", "C", "H", "H", "H", "C", "H", "C", "C", "H", "H", "H", "C", "H", "H", "H", "C", "N", "C", "Se", "N", "C", "C", "C", "C", "C", "C", "H", "H", "H", "H", "H", "H", "H", "H"],
  "xyz": [[0.742950, -0.252209, -0.215885], [0.695300, -2.514216, 3.621027], [-0.771768, -2.585425, -2.562351], [1.342006, 1.883742, -0.639216], [2.424230, 0.957832, -0.339959], [2.272360, 0.607314, 1.049149], [3.188280, -0.257774, 1.847604], [3.821334, -0.869707, 1.205211], [2.496588, -1.120912, 2.455964], [3.751986, 0.309145, 2.574513], [1.135162, 1.284233, 1.585433], [0.795278, 1.144323, 3.025076], [1.646352, 1.479043, 3.640692], [0.627020, 0.088595, 3.300542], [-0.072402, 1.728879, 3.341604], [0.602660, 2.130138, 0.567663], [-0.412604, 3.195025, 0.742042], [-1.263458, 2.870553, 1.344702], [-0.814673, 3.554865, -0.212645], [0.022784, 4.063207, 1.264390], [3.464684, 0.430734, -1.260864], [4.386708, 1.023897, -1.227339], [3.108606, 0.424003, -2.298269], [3.720900, -0.607003, -1.005952], [1.259364, 2.715627, -1.873043], [0.218851, 2.937918, -2.153654], [1.713468, 2.197071, -2.726348], [1.783072, 3.683540, -1.770400], [0.266689, -3.615964, 4.174650], [0.540382, -3.692590, 5.216900], [-0.513822, -4.585992, 3.534431], [-0.904549, -5.412459, 4.126930], [-0.750386, -4.436379, 2.158341], [-1.385046, -5.191588, 1.663691], [-0.185274, -3.355824, 1.467608], [-0.273738, -3.271020, 0.372348], [0.665574, -2.442439, 2.256933], [1.661020, -1.635440, 1.701341], [1.808962, -2.066944, 0.643598], [-0.218888, -1.348812, -2.218146], [0.466834, -3.120775, -2.995797], [1.124566, -3.956562, -2.728428], [0.924456, -2.089447, -3.881094], [1.222008, -2.243571, -4.877530], [0.449228, -0.864858, -3.374801], [0.232931, 0.280014, -4.107730], [1.185448, 0.517347, -5.108803], [0.988042, 1.600760, -5.977758], [1.758049, 1.848462, -6.711566], [-0.155880, 2.390942, -5.875217], [-0.334856, 3.537990, -6.844396], [-0.882776, 4.359118, -6.362236], [-0.898574, 3.217367, -7.735166], [0.653582, 3.888000, -7.173025], [-1.127575, 2.117694, -4.899533], [-2.012986, 2.770997, -4.837419], [-0.956548, 1.033287, -4.006403], [-2.026078, 0.735761, -3.014462], [-2.311320, -0.315944, -3.028221], [-2.932088, 1.332201, -3.207425], [-1.702554, 0.972787, -1.992132], [2.432950, -0.280713, -5.190417], [2.319500, -1.289805, -5.595874], [2.910746, -0.364377, -4.210001], [3.143996, 0.177977, -5.883804], [-2.659758, 1.947763, 2.952863], [-2.391998, 0.534194, 3.153469], [-1.916584, -0.388087, 2.263474], [-1.339682, -0.263065, 0.523214], [-2.087598, -1.601338, 2.844666], [-2.470420, -1.456914, 4.166289], [-2.460012, -2.366418, 5.200283], [-2.593880, -1.852019, 6.488781], [-2.781676, -0.471115, 6.699532], [-2.845976, 0.424356, 5.628428], [-2.667174, -0.102617, 4.365127], [-3.532668, 2.195662, 3.560034], [-2.885535, 2.156647, 1.903487], [-1.833260, 2.568907, 3.315700], [-1.836230, -2.467146, 2.382745], [-2.327226, -3.425206, 4.969270], [-2.546820, -2.520624, 7.347122], [-2.874274, -0.109030, 7.724737], [-3.016296, 1.494436, 5.751733]],
  "atomic_forces_ev_per_a": [[-0.55, -0.82, 0.15], [0.31, -0.04, 0.33], [3.07, 0.42, 6.20], [0.55, 0.42, 1.24], [-0.32, 0.58, 0.78], [1.12, 0.92, -0.42], [1.97, 2.58, -1.06], [0.13, 0.11, 0.31], [-0.35, -0.49, -0.45], [0.46, 0.26, 0.43], [0.78, 0.08, -1.09], [-0.07, -0.08, 0.53], [-0.17, -0.04, -0.13], [0.02, 0.26, -0.13], [0.17, -0.06, -0.16], [1.45, -0.19, -0.82], [-0.43, 0.31, 0.11], [0.35, 0.06, -0.32], [0.13, -0.11, 0.11], [-0.05, -0.10, -0.14], [0.40, 0.01, -0.36], [0.06, -0.07, -0.04], [0.05, 0.03, 0.22], [0.03, 0.21, -0.09], [-0.26, 0.06, -0.61], [0.27, -0.06, 0.03], [-0.12, 0.11, 0.10], [-0.11, -0.32, 0.14], [-0.80, 0.08, -0.03], [-0.33, -0.25, 0.43], [0.25, -0.33, 0.49], [0.11, 0.02, -0.33], [0.14, 0.53, -0.51], [0.41, 0.54, -0.01], [-0.03, -0.81, 0.70], [0.00, 0.11, 0.65], [1.31, -0.52, -0.77], [-4.33, -4.42, -2.35], [0.80, 0.98, 1.23], [-3.09, 1.09, -0.25], [0.02, 2.76, -4.80], [-1.44, -0.53, -0.40], [0.64, -2.07, 1.62], [0.72, -0.28, -0.34], [0.62, -2.44, 0.30], [-0.37, -0.12, -0.63], [-0.39, 1.32, -0.49], [-0.30, -0.39, 0.65], [-0.22, -0.11, 0.11], [-0.20, 0.22, -0.03], [-0.04, -0.07, 0.07], [0.18, -0.10, -0.25], [0.13, 0.15, 0.22], [-0.34, 0.09, 0.02], [0.81, -0.52, 0.08], [0.39, -0.48, 0.04], [0.18, 1.03, -0.88], [-0.51, 0.33, 0.52], [0.08, -0.05, 0.10], [0.30, -0.08, -0.12], [-0.11, -0.16, -0.21], [1.26, -0.02, -0.74], [0.09, 0.52, 0.13], [-0.07, -0.19, -0.17], [-0.02, 0.40, 0.15], [-0.14, -0.15, 0.25], [-0.06, 0.01, -0.03], [-0.62, -0.76, 0.48], [-4.05, 0.02, -0.17], [-0.34, 0.89, 0.56], [0.41, -0.15, -0.52], [-0.29, -0.37, 0.50], [-0.19, 0.22, -0.18], [-0.13, -0.13, -0.03], [-0.25, 0.09, 0.48], [0.38, 0.30, -0.13], [-0.06, -0.03, -0.12], [0.12, -0.21, 0.27], [-0.13, -0.10, -0.23], [0.37, -0.14, -0.17], [0.10, 0.38, 0.30], [-0.03, 0.15, -0.20], [-0.01, -0.02, -0.33], [0.18, -0.29, 0.20]],
  "relative_energy_ev": 9.110,
  "total_charge": -1,
  "max_force_ev_per_a": 6.9,
  "multiplicity": 5,
  "e_homo_ev": [-2.42, -2.96],
  "homo_lumo_gap_ev": [4.9, 5.4],
  "lumo_energy_ev": [2.5, 2.5],
  "energy_ev": -142102.9048
}